[1]
The following is a quantum chemistry calculation of a molecular structure, C24H27GeN4O2Sn at a distorted geometry, from the OMol25 dataset.

Structure (XYZ):
```
59
Properties=species:S:1:pos:R:3:forces:R:3:mulliken_charge:R:1
Sn 1.106 0.794 -0.975 -0.986 0.093 -0.204 1.055
C 3.054 -0.894 -3.250 -0.086 0.055 0.063 -1.113
O 2.210 -1.026 -2.091 0.118 0.032 -0.098 0.024
C 1.734 -2.281 -1.753 0.070 0.077 -0.055 0.867
C 2.148 -3.431 -2.400 0.166 -0.002 -0.152 -0.711
C 1.637 -4.659 -2.014 -0.056 -0.038 0.051 -0.706
C 0.716 -4.729 -0.979 -0.005 -0.052 0.012 -1.037
C 0.313 -3.573 -0.334 -0.061 0.105 0.082 -0.419
C 0.809 -2.329 -0.711 -0.144 0.001 0.168 0.134
N 0.413 -1.096 -0.085 0.414 -0.013 0.129 0.955
N -0.385 -1.227 0.891 0.008 -0.562 -0.263 -0.483
C -0.895 -0.262 1.669 -0.049 0.509 0.181 -0.423
C -0.488 1.104 1.659 -0.457 -0.432 0.232 0.970
O 0.375 1.586 0.825 0.444 0.180 -0.377 -0.748
C -1.014 1.991 2.642 0.149 0.101 -0.137 -0.464
C -1.924 1.569 3.549 -0.126 -0.166 0.092 -0.802
C -2.399 0.220 3.582 0.052 0.158 -0.023 0.852
C -3.368 -0.177 4.521 -0.064 0.053 0.074 -0.931
C -3.824 -1.469 4.551 -0.024 -0.026 0.035 -0.562
C -3.312 -2.398 3.635 0.039 -0.015 -0.051 -0.782
C -2.368 -2.025 2.705 0.022 -0.075 -0.050 -0.243
C -1.887 -0.707 2.655 0.141 0.015 -0.168 0.456
H 2.549 -1.274 -4.137 -0.043 -0.005 0.037 0.389
H 3.994 -1.422 -3.101 0.010 -0.042 0.061 0.358
H 3.255 0.168 -3.369 -0.070 -0.005 0.060 0.312
H 2.872 -3.380 -3.203 -0.088 -0.009 0.075 0.452
H 1.962 -5.556 -2.527 -0.026 0.040 0.036 0.419
H 0.310 -5.686 -0.670 0.045 0.115 -0.030 0.406
H -0.399 -3.617 0.475 -0.027 -0.003 0.025 0.422
H -0.669 3.017 2.617 -0.024 -0.035 -0.008 0.519
H -2.319 2.270 4.276 0.003 -0.030 -0.020 0.394
H -3.754 0.560 5.217 0.038 -0.045 -0.041 0.406
H -4.575 -1.770 5.271 0.053 0.017 -0.039 0.402
H -3.667 -3.423 3.655 0.029 0.093 -0.014 0.415
H -1.995 -2.749 1.995 -0.011 0.004 0.019 0.372
C -0.252 3.881 -3.327 -0.263 0.275 0.040 -1.122
Ge -1.589 2.702 -2.502 0.556 0.232 -0.124 0.478
C -3.073 2.431 -3.736 -0.037 -0.142 0.096 -1.110
C -2.168 3.384 -0.773 -0.014 -0.046 0.102 -1.119
C -0.644 0.988 -2.250 0.418 -0.312 0.436 -0.975
H -0.725 4.834 -3.582 0.144 -0.044 -0.016 0.384
H 0.144 3.434 -4.239 -0.015 0.000 0.048 0.351
H 0.570 4.072 -2.634 -0.055 -0.026 -0.048 0.309
H -3.537 3.401 -3.924 0.009 -0.069 -0.004 0.355
H -3.823 1.762 -3.309 0.029 0.052 -0.078 0.374
H -2.724 2.019 -4.684 -0.031 0.026 0.051 0.359
H -2.751 4.300 -0.895 0.053 -0.065 0.016 0.436
H -1.301 3.600 -0.141 -0.102 -0.004 -0.067 0.281
H -2.790 2.642 -0.266 0.037 0.077 -0.015 0.332
H -0.420 0.547 -3.231 0.137 0.033 0.006 0.299
N 2.941 1.192 1.692 0.317 0.012 0.221 0.101
C 3.874 0.776 2.568 -0.124 0.061 -0.122 -0.110
C 4.688 -0.108 1.896 0.075 -0.135 -0.152 -0.940
C 4.158 -0.168 0.599 0.196 -0.030 -0.128 -0.234
N 3.106 0.636 0.478 -0.472 -0.111 0.196 -0.138
H 2.161 1.812 1.842 -0.075 0.005 -0.041 0.219
H 3.896 1.128 3.589 -0.044 -0.012 -0.162 0.453
H 5.541 -0.640 2.287 -0.123 0.080 -0.070 0.388
H 4.503 -0.743 -0.250 -0.069 0.050 0.110 0.477
```
Positions in Å, forces in eV/Å.

Highest occupied orbital energy ... -10.604 eV
E ... -97719.9924 eV
Spin multiplicity ... 1
ΔE to the lowest compared entry with this formula, charge and spin ... 56.1 kJ/mol
Charge ... +1
Molecular weight ... 594.83 g mol⁻¹



[2]
The following is a quantum chemistry calculation of C4H8N2O in the gas phase at a distorted geometry, from the OMol25 dataset.

Structure (XYZ):
```
15
Properties=species:S:1:pos:R:3:forces:R:3:mulliken_charge:R:1
C 0.045 -0.337 2.000 0.433 1.463 2.605 -0.688
C 0.289 -1.113 0.976 -2.176 3.426 -3.419 0.529
C 0.748 -2.461 0.823 -1.149 -0.796 2.296 -0.996
C -0.751 2.339 -2.083 -0.661 3.378 -0.002 -0.631
N 0.335 -0.422 -0.530 0.273 -0.350 1.780 -0.316
N -0.335 0.579 -0.686 0.268 -0.266 0.839 -0.035
O -0.020 1.207 -1.918 1.166 -1.991 -0.129 -0.155
H -0.047 0.761 2.089 -0.256 -0.601 -1.406 0.280
H 0.132 -0.600 3.077 -0.069 -1.000 -0.979 0.246
H 0.587 -2.951 1.801 1.044 0.216 -0.166 0.327
H 0.197 -3.114 0.191 -0.209 -0.009 -1.331 0.299
H 1.720 -2.176 0.545 1.911 -1.324 -0.531 0.283
H -0.211 3.317 -2.092 0.883 -0.935 -0.193 0.258
H -1.327 2.535 -1.218 -1.249 -0.285 0.855 0.346
H -1.362 2.437 -2.975 -0.208 -0.924 -0.220 0.254
```
Positions in Å, forces in eV/Å.

Highest occupied orbital energy ... -9.474 eV
E ... -9300.7038 eV
Spin multiplicity ... 1
ΔE to the lowest compared entry with this formula, charge and spin ... 548.9 kJ/mol
Charge ... 0
Molecular weight ... 100.12 g mol⁻¹



[3]
The following is a quantum chemistry calculation of a molecular structure, C10H10CeN2O4 at a distorted geometry, from the OMol25 dataset.

Structure (XYZ):
```
27
Properties=species:S:1:pos:R:3:forces:R:3:lowdin_spin:R:1
Ce 0.027 -0.081 -1.002 0.003 -0.123 0.705 1.022
O 0.182 3.304 -0.286 -0.231 -5.699 -2.676 -0.001
C 0.138 2.240 -0.762 0.460 10.390 3.201 -0.003
C -0.085 -2.411 -1.041 -0.535 -10.892 2.613 -0.003
O -0.138 -3.494 -0.601 0.303 6.155 -2.679 -0.001
C 2.352 -0.190 -0.992 10.081 -0.559 1.843 -0.003
O 3.455 -0.258 -0.646 -5.285 0.331 -1.764 -0.001
C -2.296 0.029 -1.044 -10.143 0.426 1.612 -0.003
O -3.407 0.073 -0.724 5.328 -0.208 -1.643 -0.001
C 0.061 0.577 -6.089 0.048 1.427 1.664 0.000
H -0.841 1.186 -5.918 0.366 -0.235 -0.742 0.000
H 1.012 1.097 -5.897 -0.367 -0.198 -0.750 0.000
C -0.002 -0.737 -6.145 -0.093 -1.574 1.530 0.000
H 0.895 -1.360 -6.003 -0.357 0.308 -0.727 0.000
H -0.958 -1.270 -6.023 0.402 0.270 -0.717 0.000
C -0.058 1.125 4.962 -0.008 0.182 0.341 0.000
N -0.037 0.315 3.726 0.033 -0.242 -1.494 -0.001
C -0.023 -1.075 3.670 -0.007 1.058 -0.950 -0.001
C -0.004 -1.399 2.345 0.002 0.380 -0.014 0.000
N -0.004 -0.227 1.560 0.006 -0.473 -0.862 -0.004
C -0.025 0.767 2.449 -0.020 -0.563 1.900 -0.001
H -0.952 0.882 5.560 0.270 0.119 -0.441 0.000
H 0.826 0.897 5.579 -0.261 0.115 -0.445 0.000
H -0.064 2.184 4.671 0.000 -0.382 0.240 0.000
H -0.030 -1.626 4.584 0.003 -0.528 0.168 0.000
H 0.009 -2.339 1.847 0.010 -0.615 0.219 0.000
H -0.031 1.792 2.221 -0.008 1.129 -0.133 0.000
```
Positions in Å, forces in eV/Å.

Highest occupied orbital energy (spin up / spin down) ... -17.775 / -17.777 eV
E ... -34594.8832 eV
<S²> ... 0.751
Spin multiplicity ... 2
ΔE to the lowest compared entry with this formula, charge and spin ... 108.2 kJ/mol
Charge ... +3
Molecular weight ... 362.32 g mol⁻¹



[4]
The following is a quantum chemistry calculation of a molecular structure, C28H45MnN6OSSi2 at a distorted geometry, from the OMol25 dataset.

Structure (XYZ):
```
84
Properties=species:S:1:pos:R:3:forces:R:3:lowdin_spin:R:1
Mn -0.864 -0.037 -0.908 0.291 1.243 1.076 4.699
C 1.358 4.139 -2.211 -0.307 -0.728 -0.004 0.001
Si 0.480 2.467 -1.953 -0.301 0.056 -0.026 0.010
C 1.597 1.045 -2.609 -0.443 0.371 0.489 0.013
C -0.982 2.288 -3.196 0.334 -0.109 0.625 0.012
C -0.290 2.204 -0.231 0.767 -0.866 -0.490 0.022
C -1.719 2.539 -0.291 0.419 0.107 -0.010 0.012
C -2.200 3.838 -0.070 -0.353 -0.004 -0.186 0.001
C -3.551 4.084 -0.102 0.051 -0.092 0.034 0.003
C -4.414 3.022 -0.358 -0.104 -0.058 -0.028 0.001
C -3.867 1.779 -0.590 -0.407 -0.067 -0.107 0.006
N -2.560 1.519 -0.555 0.101 0.222 -0.088 0.032
Si 0.261 2.585 1.548 -0.112 -0.053 0.089 0.006
C 1.544 1.481 2.450 -0.283 0.267 -0.410 0.000
C -1.316 2.330 2.617 0.466 0.208 -0.316 0.001
C 0.921 4.364 1.798 -0.321 -0.668 -0.037 0.002
H 1.774 4.196 -3.211 0.110 0.014 -0.272 0.000
H 2.171 4.274 -1.507 0.213 0.018 0.232 0.000
H 0.672 4.969 -2.090 -0.207 0.168 0.086 0.000
H 1.643 1.089 -3.695 -0.121 0.085 -0.180 0.001
H 1.167 0.068 -2.341 0.263 0.070 -0.128 0.005
H 2.610 1.082 -2.237 0.081 -0.093 -0.006 0.001
H -0.649 2.389 -4.223 0.189 -0.048 -0.165 0.001
H -1.775 3.010 -3.036 -0.231 0.102 0.088 0.000
H -1.415 1.277 -3.085 0.005 0.279 -0.204 0.005
H -1.490 4.630 0.105 0.084 0.073 0.032 0.000
H -3.938 5.078 0.065 -0.039 0.094 0.010 0.000
H -5.483 3.172 -0.389 -0.039 -0.070 -0.036 0.000
H -4.512 0.944 -0.835 -0.048 -0.032 0.033 0.000
H 1.491 0.441 2.151 -0.020 -0.183 -0.057 0.000
H 1.341 1.517 3.518 -0.118 0.156 0.116 0.000
H 2.559 1.838 2.309 0.213 0.021 -0.033 0.000
H -1.817 1.408 2.327 -0.070 -0.183 -0.073 0.000
H -2.027 3.138 2.491 -0.174 0.131 -0.006 0.000
H -1.084 2.261 3.675 0.158 0.007 0.186 0.000
H 1.741 4.583 1.122 0.175 -0.004 -0.181 0.000
H 1.291 4.479 2.812 0.077 0.023 0.241 0.000
H 0.155 5.116 1.644 -0.171 0.162 -0.066 0.000
N -5.212 -3.489 -0.021 -0.385 -0.185 -0.015 0.000
C -4.345 -3.259 1.167 0.440 0.440 0.705 0.001
C -3.768 -1.831 1.115 -0.028 -0.290 0.086 0.002
N -3.048 -1.585 -0.113 0.303 -0.028 -0.017 0.020
C -3.917 -1.820 -1.254 0.129 -0.264 -0.185 0.002
C -4.448 -3.256 -1.282 0.385 0.376 -0.741 0.001
H -6.004 -2.832 0.008 0.129 -0.299 0.040 0.000
H -5.588 -4.444 -0.007 -0.005 0.267 0.010 0.000
H -3.533 -3.989 1.131 -0.142 -0.006 -0.093 0.000
H -4.929 -3.412 2.075 -0.064 -0.075 -0.109 0.000
H -3.106 -1.685 1.969 -0.093 -0.035 0.032 0.000
H -4.578 -1.098 1.192 0.023 -0.005 0.088 0.000
H -2.234 -2.201 -0.176 -0.258 -0.060 0.033 0.002
H -3.356 -1.622 -2.168 -0.193 -0.072 -0.007 0.001
H -4.756 -1.117 -1.206 0.028 0.025 -0.034 0.000
H -3.600 -3.954 -1.333 -0.395 0.123 0.155 0.001
H -5.102 -3.414 -2.140 -0.113 -0.079 0.129 0.000
C 4.773 -2.867 1.739 0.554 0.051 0.249 0.000
N 3.429 -2.835 1.226 -0.449 -0.398 -0.115 0.002
N 2.894 -1.717 0.609 -0.567 -0.081 0.256 0.004
C 1.507 -1.793 0.671 0.238 -0.539 0.297 0.007
O 0.716 -0.927 0.247 -0.072 0.230 -0.444 0.049
C 1.229 -3.023 1.330 0.112 0.034 0.041 0.002
C 2.414 -3.611 1.676 -0.086 0.397 -0.305 0.000
C 2.672 -4.855 2.446 0.056 0.023 0.063 0.000
C 3.737 -0.823 -0.085 0.392 0.465 -0.388 0.000
C 3.483 0.543 -0.073 0.070 -0.183 0.114 0.000
C 4.385 1.416 -0.660 0.076 -0.059 0.070 0.000
C 5.533 0.943 -1.271 -0.042 0.087 0.003 0.000
C 5.752 -0.424 -1.340 0.088 0.060 -0.054 0.000
C 4.857 -1.305 -0.764 -0.206 -0.044 -0.015 0.000
H 5.203 -1.869 1.680 0.020 -0.156 0.072 0.000
H 5.398 -3.562 1.172 -0.009 0.119 0.021 0.000
H 4.763 -3.184 2.783 -0.031 0.075 -0.064 0.000
H 0.248 -3.408 1.510 -0.214 -0.091 0.017 0.000
H 1.747 -5.410 2.575 -0.003 0.016 -0.026 0.000
H 3.066 -4.620 3.437 -0.001 -0.027 -0.001 0.000
H 3.396 -5.493 1.939 0.002 -0.009 -0.010 0.000
H 2.574 0.918 0.357 -0.106 -0.008 0.141 0.000
H 4.176 2.476 -0.641 -0.014 0.092 0.005 0.000
H 6.238 1.635 -1.710 0.036 -0.001 -0.030 0.000
H 6.629 -0.799 -1.849 -0.011 -0.078 -0.014 0.000
H 5.024 -2.368 -0.852 0.003 -0.103 0.038 0.000
S -1.237 -4.292 -1.692 0.290 -0.981 0.096 0.023
C -0.983 -2.755 -2.064 -0.136 1.219 -0.147 0.029
N -0.919 -1.593 -2.253 0.118 -0.560 -0.174 0.018
```
Positions in Å, forces in eV/Å.

Highest occupied orbital energy (spin up / spin down) ... -9.017 / -9.310 eV
E ... -98661.5913 eV
<S²> ... 8.756
Spin multiplicity ... 6
ΔE to the lowest compared entry with this formula, charge and spin ... 117.6 kJ/mol
Charge ... +1
Molecular weight ... 624.89 g mol⁻¹



[5]
The following is a quantum chemistry calculation of a molecular structure, C22H42Cl3FeN2O4Si at a distorted geometry, from the OMol25 dataset.

Structure (XYZ):
```
75
Properties=species:S:1:pos:R:3:forces:R:3:lowdin_spin:R:1
C 2.593 -2.150 -2.810 0.250 -0.166 0.095 0.000
C 1.944 -1.467 -3.974 -0.691 -0.184 -0.999 0.000
H 2.585 -3.236 -2.941 0.057 0.194 0.132 0.000
H 2.083 -1.909 -1.867 0.058 -0.008 -0.263 0.000
H 3.642 -1.835 -2.709 -0.167 -0.060 0.024 0.000
C 1.755 -2.041 -5.177 0.308 0.555 0.870 0.000
C 2.279 -3.383 -5.556 -0.059 -0.504 -0.352 0.000
H 1.205 -1.510 -5.955 0.260 0.068 0.231 0.000
H 2.139 -4.133 -4.770 0.061 0.106 -0.125 0.000
H 3.348 -3.355 -5.808 -0.169 0.033 0.112 0.000
H 1.759 -3.736 -6.452 0.095 -0.080 0.133 0.000
Fe 1.663 -0.753 3.941 -0.773 -0.081 0.416 4.142
Cl 2.347 1.171 4.613 0.136 -0.332 -0.102 0.284
Cl 1.925 -1.645 1.996 0.214 0.163 0.377 0.266
C -0.111 2.322 2.590 -0.341 -0.799 -0.085 0.002
O -0.709 1.255 2.796 0.877 1.241 0.014 0.016
N -0.606 3.392 1.918 0.000 -0.280 0.039 0.000
C -2.013 3.442 1.556 0.017 -0.151 -0.156 0.000
C 0.284 4.387 1.326 -0.087 -0.174 0.297 0.000
H 0.919 2.487 2.963 -0.256 -0.033 -0.274 0.002
H -2.579 2.828 2.267 0.134 0.182 -0.254 0.000
H -2.180 3.063 0.531 -0.025 0.140 0.386 0.000
H -2.338 4.490 1.609 -0.023 -0.310 -0.024 0.000
H 1.262 4.302 1.818 -0.195 0.143 -0.198 0.000
H -0.132 5.389 1.495 0.202 -0.198 -0.055 0.000
H 0.407 4.223 0.241 -0.069 0.060 0.399 0.000
H 0.429 -4.522 3.197 -0.174 0.092 0.158 0.000
H -0.514 -2.638 1.647 -0.370 -0.006 -0.003 0.002
C -0.560 -4.584 3.671 -0.420 -0.073 0.063 0.001
C -1.485 -2.929 2.075 0.300 0.091 -0.301 0.002
N -1.312 -3.358 3.446 -0.202 0.086 0.140 0.001
H -0.435 -4.729 4.748 0.036 -0.045 -0.199 0.001
C -1.625 -2.519 4.456 0.318 0.784 0.162 0.003
O -1.832 -1.304 4.329 -0.036 -1.527 -0.066 0.003
H -2.172 -2.078 2.042 0.222 -0.179 0.013 0.000
H -1.654 -3.032 5.444 0.105 0.303 -0.325 0.001
H -1.094 -5.444 3.245 0.113 0.132 0.099 0.000
H -1.888 -3.764 1.487 0.034 0.166 0.115 0.000
O 0.198 -0.295 -2.895 -0.011 -0.104 -0.368 0.000
C 1.380 -0.092 -3.667 -0.348 0.303 0.201 0.000
C -0.031 0.718 -5.646 0.094 0.264 0.008 0.000
C 1.149 0.785 -4.902 0.274 -0.069 0.284 0.000
H -0.834 0.051 -5.309 0.312 0.331 -0.164 0.000
C -0.168 1.503 -6.799 0.346 -0.119 0.134 0.000
H 2.125 0.414 -3.033 -0.044 0.103 -0.103 0.000
C 2.193 1.633 -5.306 -0.535 -0.194 -0.181 0.000
H -1.100 1.454 -7.362 0.273 0.061 0.051 0.000
C 0.893 2.311 -7.235 -0.085 -0.154 0.429 0.000
C 2.072 2.385 -6.478 -0.264 -0.307 0.054 0.000
H 3.093 1.668 -4.687 -0.170 0.088 -0.287 0.000
H 0.793 2.893 -8.151 0.027 -0.122 0.234 0.000
H 2.900 3.009 -6.805 -0.194 -0.050 0.040 0.000
Si -0.731 0.533 -1.790 0.191 -0.253 -0.990 0.000
Cl 1.217 -2.137 5.594 0.442 0.344 -0.574 0.268
C -2.506 0.147 -2.260 -0.108 -0.051 0.125 0.000
C -0.417 2.366 -1.991 0.051 0.305 0.115 0.000
C -0.255 -0.163 -0.142 -0.205 0.229 0.079 0.002
H -2.705 0.341 -3.324 0.148 0.018 0.263 0.000
H -3.208 0.757 -1.673 0.100 -0.147 -0.092 0.000
H -2.738 -0.910 -2.069 0.044 0.218 -0.025 0.000
H -0.242 -1.258 -0.198 -0.045 0.195 -0.015 0.001
H -0.941 0.154 0.650 0.150 -0.120 0.054 0.000
H 0.751 0.172 0.127 -0.072 -0.038 0.028 0.001
H -0.499 2.677 -3.044 -0.016 -0.185 0.263 0.000
H 0.592 2.634 -1.648 -0.154 -0.014 -0.049 0.000
H -1.141 2.959 -1.414 0.192 -0.093 -0.126 0.000
C -1.583 0.069 8.455 -0.072 -0.315 -0.097 0.000
C -0.789 0.525 7.242 0.138 0.606 -0.299 0.001
O -1.600 0.836 6.112 0.247 -0.632 -0.051 0.001
H -2.565 0.545 8.488 0.121 0.062 -0.052 0.000
H -1.045 0.313 9.373 -0.004 -0.077 0.036 0.000
H -1.729 -1.015 8.418 -0.130 0.075 0.105 0.000
H -0.279 1.469 7.472 0.146 -0.224 0.134 0.000
H -0.028 -0.233 6.984 -0.200 0.380 0.130 0.001
H -1.553 0.089 5.483 -0.377 0.334 0.214 0.000
```
Positions in Å, forces in eV/Å.

Highest occupied orbital energy (spin up / spin down) ... -8.788 / -8.788 eV
E ... -114501.3822 eV
<S²> ... 8.765
Spin multiplicity ... 6
Charge ... 0
Molecular weight ... 588.88 g mol⁻¹